(w)
2 unconnected molecules or ions with the total composition C16H17N, computed with the ωB97M-V functional and the def2-TZVPD basis.

Calculated values
- SMILES = Cc1c[nH]c2ccccc12.Cc1ccccc1
- multiplicity = 1
- HOMO-LUMO gap (eV) = 8.597

Geometry (Å):
1 N -1.427 -0.119 2.261
2 C -3.865 2.498 0.043
3 C -1.908 1.852 1.297
4 C -3.547 0.201 0.799
5 C 4.539 -0.464 -1.555
6 C 1.688 -2.773 -0.785
7 C -2.622 2.828 0.593
8 C -0.303 0.744 2.439
9 C -4.269 1.157 0.123
10 C 2.100 -2.873 -3.145
11 C 3.518 -1.573 -1.748
12 C -2.328 0.483 1.436
13 C 0.273 3.142 1.989
14 C -0.612 1.940 1.874
15 C 1.428 -3.335 -2.030
16 C 3.219 -2.067 -3.000
17 C 2.713 -1.850 -0.626
18 H -3.960 -0.790 0.975
19 H 1.262 2.942 1.570
20 H 4.956 -0.467 -0.543
21 H -0.058 3.967 1.353
22 H -5.097 0.822 -0.490
23 H 2.886 -1.250 0.257
24 H 1.116 -3.149 0.058
25 H 3.913 -1.890 -3.813
26 H 0.351 3.527 3.004
27 H -2.301 3.840 0.819
28 H 0.561 0.351 2.930
29 H 4.036 0.509 -1.576
30 H 0.805 -4.209 -2.083
31 H -4.277 3.318 -0.530
32 H 5.385 -0.523 -2.239
33 H -1.250 -1.121 2.276
34 H 1.799 -3.234 -4.118

***

(x)
2 unconnected molecules or ions with the total composition C16H17N, computed with the ωB97M-V functional and the def2-TZVPD basis.

Calculated values
- SMILES = Cc1c[nH]c2ccccc12.Cc1ccccc1
- multiplicity = 1
- HOMO-LUMO gap (eV) = 8.322

Geometry (Å):
1 N 1.709 -0.936 -0.513
2 C 0.207 0.283 3.353
3 C 0.434 2.681 3.699
4 C -0.243 0.714 -0.701
5 C -1.023 1.429 -1.686
6 C -1.419 1.595 2.240
7 C 2.093 -1.975 -1.423
8 C 1.224 -1.939 -2.562
9 C -0.479 -0.896 2.906
10 C 0.141 -1.064 -2.331
11 C -1.761 -0.818 2.347
12 C -0.657 -0.354 -3.258
13 C 0.356 -0.462 -1.058
14 C -1.241 0.889 -2.889
15 C 1.565 -2.495 -3.877
16 C -0.223 1.512 3.046
17 C -2.162 0.495 1.849
18 H 1.699 -1.000 0.512
19 H 1.216 -1.887 -4.720
20 H -1.475 2.398 -1.608
21 H -0.735 -0.722 -4.336
22 H 2.516 -2.910 -3.902
23 H -0.051 -1.764 3.437
24 H 0.047 1.158 0.258
25 H 1.535 2.644 3.583
26 H 3.027 -2.333 -1.377
27 H -2.900 0.588 1.052
28 H 0.229 2.661 4.708
29 H 0.929 -3.408 -4.223
30 H -2.429 -1.630 2.009
31 H -1.643 2.646 1.969
32 H 1.135 -0.096 3.870
33 H 0.186 3.610 3.205
34 H -1.805 1.385 -3.580

***

Quick one: least stable of them? (x)

***

(w)
2 unconnected molecules or ions with the total composition C4H15N2O2, computed with the ωB97M-V functional and the def2-TZVPD basis.

Calculated values
- multiplicity = 1
- HOMO-LUMO gap (eV) = 10.359
- charge = +1

Geometry (Å):
1 O 2.620 1.120 -1.569
2 O 1.949 -0.882 0.789
3 N 0.371 0.927 0.166
4 N -1.779 0.103 -1.740
5 C -0.282 -0.079 1.136
6 C 0.704 -1.320 1.298
7 C -1.743 -0.377 0.814
8 C -2.472 0.272 -0.451
9 H -1.804 -1.474 0.662
10 H 0.213 -2.166 0.794
11 H 0.341 2.000 0.590
12 H -1.720 -0.888 -1.976
13 H 1.287 0.644 -0.114
14 H 2.535 -0.991 1.629
15 H 2.433 0.566 -2.372
16 H -2.313 0.642 -2.462
17 H 0.914 -1.614 2.330
18 H 3.359 0.958 -1.221
19 H -2.423 -0.125 1.717
20 H -0.249 0.514 2.139
21 H -3.471 -0.354 -0.310
22 H -0.168 0.954 -0.750
23 H -2.864 1.237 -0.178

***

(x)
3 unconnected molecules or ions with the total composition C4H15N2O2, computed with the ωB97M-V functional and the def2-TZVPD basis.

Calculated values
- multiplicity = 1
- HOMO-LUMO gap (eV) = 11.229
- charge = +1

Geometry (Å):
1 O 1.444 -1.202 -2.829
2 O -0.529 -0.043 3.490
3 N 2.235 0.400 -0.536
4 N 0.078 1.303 -0.537
5 C 1.305 1.354 -0.886
6 C -2.657 -0.684 0.679
7 C -0.398 0.333 0.512
8 C -1.371 -0.706 -0.153
9 H 2.925 0.212 -1.339
10 H 1.427 2.228 -1.624
11 H -0.721 1.922 -0.946
12 H -0.940 0.875 1.343
13 H 0.446 -0.317 1.071
14 H -3.298 0.198 0.730
15 H -2.351 -0.949 1.631
16 H 1.453 -0.950 -3.782
17 H -1.621 -0.640 -1.216
18 H -1.360 -0.477 3.822
19 H 0.203 -0.116 4.182
20 H 2.049 -0.392 0.062
21 H -3.445 -1.371 0.300
22 H 1.328 -2.137 -2.784
23 H -0.864 -1.831 -0.138

***

(y)
3 unconnected molecules or ions with the total composition C4H15N2O2, computed with the ωB97M-V functional and the def2-TZVPD basis.

Calculated values
- multiplicity = 1
- HOMO-LUMO gap (eV) = 3.637
- charge = +1

Geometry (Å):
1 O -0.279 1.706 1.692
2 O -2.116 0.460 -2.037
3 N -1.817 0.023 0.810
4 N 3.083 0.056 -0.444
5 C -1.016 -1.145 0.923
6 C -0.101 -1.353 -0.296
7 C 1.734 0.527 0.000
8 C 0.489 -0.058 -0.839
9 H -2.994 0.507 -2.468
10 H -0.650 -1.935 -1.168
11 H -1.516 -2.048 1.157
12 H 1.578 1.586 -0.145
13 H -0.529 2.434 2.240
14 H -2.646 0.203 1.449
15 H -0.208 -1.019 1.733
16 H -0.975 1.002 1.411
17 H 0.852 -0.197 -1.822
18 H -0.215 0.748 -0.974
19 H 0.744 -1.973 -0.126
20 H 3.666 -0.464 0.230
21 H 1.656 0.254 0.994
22 H -2.131 0.240 -0.996
23 H 3.393 0.449 -1.324

***

(z)
2 unconnected molecules or ions with the total composition C4H15N2O2, computed with the ωB97M-V functional and the def2-TZVPD basis.

Calculated values
- multiplicity = 1
- HOMO-LUMO gap (eV) = 11.055
- charge = +1

Geometry (Å):
1 O -1.184 -0.671 -2.404
2 O 2.183 0.338 -2.226
3 N -0.772 0.010 2.615
4 N -0.966 -1.460 0.357
5 C -0.073 0.990 1.765
6 C -0.712 0.241 -1.431
7 C 0.721 0.309 0.642
8 C -0.001 -0.542 -0.382
9 H -1.100 -0.349 -3.304
10 H 1.232 1.100 0.141
11 H 2.127 1.077 -2.845
12 H -1.552 0.891 -1.146
13 H -0.166 -0.651 3.080
14 H 1.621 -0.097 1.106
15 H -0.469 -2.281 0.682
16 H 0.596 1.671 2.293
17 H 0.717 -1.234 -0.800
18 H -1.289 -1.077 1.280
19 H -0.870 1.579 1.299
20 H -0.007 0.984 -1.802
21 H -1.677 -1.770 -0.312
22 H -1.419 0.482 3.231
23 H 3.060 0.460 -1.840

***

Quick one: least stable of them? (y)

***

(w)
A gas-phase ion, C3H3OS (charge +1), computed with the ωB97M-V functional and the def2-TZVPD basis.

Calculated values
- multiplicity = 1
- HOMO-LUMO gap (eV) = 10.036
- charge = +1

Geometry (Å):
1 S -1.793 0.482 -0.043
2 O -1.217 -1.017 -0.036
3 C 0.765 0.115 -0.066
4 C -0.194 1.090 0.008
5 C 0.154 -1.107 -0.004
6 H 1.768 0.387 -0.103
7 H -0.111 2.199 0.129
8 H 0.629 -2.150 0.115

***

(x)
A gas-phase ion, C3H3OS (charge +1), computed with the ωB97M-V functional and the def2-TZVPD basis.

Calculated values
- multiplicity = 1
- HOMO-LUMO gap (alpha / beta) (eV) = 8.078 / 8.078
- charge = +1

Geometry (Å):
1 S -2.929 0.196 -0.031
2 O -2.741 -1.225 -0.066
3 C -1.407 1.085 0.093
4 C -0.322 0.375 0.176
5 C 0.367 -0.637 -0.057
6 H 0.719 -0.991 -1.040
7 H 0.821 -1.109 0.802
8 H -1.416 2.196 -0.084

***

Quick one: least stable of them? (x)

***

(w)
2 unconnected molecules or ions with the total composition H3N3O2S, computed with the ωB97M-V functional and the def2-TZVPD basis.

Calculated values
- multiplicity = 1
- HOMO-LUMO gap (alpha / beta) (eV) = 7.326 / 7.342

Geometry (Å):
1 S 0.741 2.578 0.301
2 O -1.155 2.272 1.957
3 O -0.382 -0.849 1.121
4 N 0.201 0.079 -0.822
5 N -0.796 -0.087 0.009
6 N -0.477 1.935 1.018
7 H -1.149 -0.813 1.763
8 H -0.119 0.186 -1.840
9 H 1.198 -0.085 -0.616

***

(x)
2 unconnected molecules or ions with the total composition H3N3O2S, computed with the ωB97M-V functional and the def2-TZVPD basis.

Calculated values
- multiplicity = 1
- HOMO-LUMO gap (alpha / beta) (eV) = 4.862 / 4.976

Geometry (Å):
1 S 2.519 0.560 0.022
2 O 0.367 -1.930 -0.602
3 O -0.805 -1.088 1.110
4 N -0.287 -1.045 -0.023
5 N -0.362 0.056 -0.775
6 N -1.066 1.016 -0.285
7 H -1.012 1.965 -0.590
8 H 2.091 -0.665 0.428
9 H -1.446 1.129 0.716

***

(y)
H3N3O2S in the gas phase, computed with the ωB97M-V functional and the def2-TZVPD basis.

Calculated values
- SMILES = NN(S)[N+](=O)[O-]
- multiplicity = 1
- HOMO-LUMO gap (eV) = 10.125

Geometry (Å):
1 S -0.684 -0.585 -1.759
2 O 2.161 -0.341 -1.239
3 O 1.962 0.241 0.902
4 N 1.510 -0.069 -0.293
5 N 0.172 0.135 -0.479
6 N -0.513 0.377 0.725
7 H -0.053 -0.089 1.436
8 H -0.261 1.337 0.876
9 H -0.519 0.204 -2.765

***

Quick one: least stable of them? (x)

***

(w)
2 unconnected molecules or ions with the total composition C4H9PS, computed with the ωB97M-V functional and the def2-TZVPD basis.

Calculated values
- multiplicity = 1
- HOMO-LUMO gap (alpha / beta) (eV) = 8.095 / 7.791

Geometry (Å):
1 S 2.089 0.198 -1.003
2 P 1.317 0.016 0.993
3 C -0.640 2.768 1.906
4 C 0.613 -0.897 -0.546
5 C -0.653 -0.235 -1.168
6 C 0.643 -2.389 -0.513
7 H 1.492 -2.700 0.148
8 H -0.396 -2.644 -0.112
9 H -1.561 -0.914 -1.085
10 H -0.589 0.053 -2.182
11 H 0.023 3.480 2.315
12 H -1.273 2.142 2.626
13 H 0.687 -2.700 -1.520
14 H -0.938 3.043 0.903
15 H -0.815 0.780 -0.763

***

(x)
C4H9PS in the gas phase, computed with the ωB97M-V functional and the def2-TZVPD basis.

Calculated values
- multiplicity = 1
- HOMO-LUMO gap (eV) = 8.193

Geometry (Å):
1 S 1.629 2.489 -1.892
2 P 0.259 1.313 -1.252
3 C -0.415 1.756 0.275
4 C -0.047 -0.389 1.263
5 C 0.858 -0.450 -1.040
6 C 0.017 -1.212 0.000
7 H 1.863 -0.077 -0.623
8 H 0.514 -2.111 0.133
9 H -1.069 1.270 -1.831
10 H -0.821 -0.287 1.980
11 H 1.091 -0.989 -1.909
12 H -0.085 2.453 0.992
13 H -0.915 -1.555 -0.361
14 H 0.811 -0.201 1.745
15 H -1.517 1.785 0.226

***

Quick one: least stable of them? (w)